H42O21 | the ωB97M-V functional and the def2-TZVPD basis

Last column: Mulliken charge in e.
Element x y z (Å)
O: -1.7780 -6.4788 1.1955  -0.613
H: -1.6047 -5.8803 1.9220  0.302
H: 3.7313 2.9308 2.9739  0.299
H: -2.0036 4.0972 0.1609  0.282
H: -0.2269 3.3287 3.2966  0.346
H: -3.2306 4.2050 -0.7194  0.302
H: 1.2689 3.3033 -1.2478  0.294
H: -2.4564 2.4382 3.7563  0.388
O: -0.5834 0.8179 -5.4308  -0.619
H: -0.3326 -3.8297 1.3815  0.254
H: 2.7002 -5.1161 2.5031  0.263
H: 0.2138 -4.2611 -1.4686  0.333
H: 4.9658 1.9653 -2.1362  0.275
O: 3.3999 2.4542 2.2128  -0.615
H: 0.8169 -1.6330 -3.6725  0.271
H: -2.0298 -3.2399 2.2973  0.344
O: 0.1712 -4.5103 -2.3918  -0.708
H: 0.1338 1.1227 -5.9866  0.309
H: -1.3678 -3.3151 3.6567  0.279
H: -0.0313 2.6282 0.6545  0.261
H: 0.3605 -0.1336 -0.0318  0.252
H: 3.7464 2.1960 -1.2693  0.353
H: 1.1060 3.4023 1.2862  0.316
H: 4.1003 -0.1586 0.4875  0.290
O: 0.0030 -0.7967 -0.6224  -0.658
H: -4.1698 1.8311 0.0220  0.241
H: -5.2692 1.9357 1.0575  0.323
H: -0.2283 3.3473 4.8104  0.296
H: 1.0888 -4.0936 0.9321  0.518
O: -1.1750 -3.2005 2.7262  -0.646
H: -3.0234 1.5099 -2.2231  0.252
H: 3.1449 3.2172 0.7654  0.384
H: 0.1312 -1.6246 -0.1594  0.340
O: -2.2904 -4.2707 -3.4367  -0.634
H: -1.4276 -4.4515 -3.0638  0.427
H: 0.5297 -5.3974 -2.4177  0.300
O: 0.1640 3.2480 1.3573  -0.584
H: -3.0005 1.9010 2.4497  0.288
H: -1.5626 1.5905 -2.6126  0.244
O: -3.1149 1.8429 3.3982  -0.679
O: -2.1391 1.4261 -1.8663  -0.578
H: -1.6264 0.4847 0.9523  0.180
O: 3.9125 -0.0155 1.4151  -0.617
H: 4.0988 -0.8576 1.8304  0.261
O: 0.5706 3.5058 -1.8702  -0.570
H: -2.2456 -4.6211 -4.3263  0.305
H: 2.8071 4.5066 0.0478  0.301
O: 0.3497 -0.8250 -3.4606  -0.674
O: 4.3678 1.5188 -1.5368  -0.620
O: -2.9327 4.3263 0.1822  -0.589
H: -0.1543 0.3104 -4.7420  0.430
O: 2.7639 3.5549 -0.0451  -0.687
H: -2.1850 1.3770 -0.1356  0.276
O: -5.1166 1.9389 0.1125  -0.643
H: 3.4438 -4.6537 1.2681  0.287
O: -1.9870 1.3583 0.8007  -0.236
H: 0.3929 -0.7661 -2.5062  0.368
H: 0.3765 4.4311 -1.7205  0.294
O: 0.1930 -4.0167 0.6036  -0.786
O: -0.8121 3.2978 4.0534  -0.634
H: 3.6927 1.5529 2.3479  0.317
O: 2.5920 -4.6036 1.7020  -0.600
H: -1.2320 -6.1524 0.4802  0.343

Computed properties:
energy relative to the best compared isomer or geometry (same formula, charge and spin)	480.3	kJ/mol
largest force on an atom	1.333	eV/A
orbital gap	9.038	eV
energy	-1605.24117	a.u.
net charge	0
HOMO energy	-9.69	eV

***

H43O21 | the ωB97M-V functional and the def2-TZVPD basis

Last column: Mulliken charge in e.
Element x y z (Å)
H: 1.8031 -2.2306 -0.2357  0.149
O: -2.6285 -2.3394 0.2852  -0.701
O: -4.2296 -1.1780 2.7964  -0.785
O: 2.8036 3.5658 2.5026  -0.702
O: 2.8737 -3.2531 -1.1745  -0.614
H: 3.2222 2.6650 2.4166  0.328
H: 2.4972 -0.8371 2.6563  0.277
H: 2.6481 -1.5559 -4.4815  0.291
H: -4.3975 -0.2366 3.0130  0.315
H: 2.2843 1.3141 -2.0373  0.223
H: 0.3640 -3.7202 2.7531  0.220
H: -3.7298 -0.3880 -0.1654  0.107
H: -1.3261 -0.7884 4.0549  0.360
H: 1.2914 -4.5533 2.7317  0.330
O: 3.0043 -1.7819 -3.6295  -0.552
H: -3.3362 -0.2688 -2.0364  0.085
O: -4.4381 -0.2259 0.4991  -0.396
H: -1.3369 1.9449 3.0926  0.201
O: 0.9123 0.0908 -4.1794  -0.604
H: -0.1709 -0.8217 0.5892  0.266
H: -3.7772 0.2227 -4.4526  0.252
O: -1.4856 -1.3185 3.2313  -0.373
H: -4.9705 -1.4544 2.2267  0.285
H: 0.2346 -0.0243 -3.7149  0.221
H: 2.5195 3.9355 1.6864  0.318
H: -0.5044 2.0623 4.2533  0.307
O: -1.2744 1.4822 3.9120  -0.540
H: 1.8246 -2.3442 0.9069  0.278
H: -1.3992 0.3840 0.8323  0.316
H: 5.4784 0.0540 0.4592  0.282
H: -2.0713 -1.6812 -0.3488  0.154
H: -1.2686 2.2424 0.4884  0.321
H: -2.7231 4.1826 1.7585  0.366
H: -2.4419 -1.2236 2.9511  0.457
H: -5.1948 -0.4841 -0.0703  0.340
H: 3.8166 -3.2531 -1.4559  0.280
H: 2.3345 -3.9824 -1.5148  0.276
H: 2.8723 -2.7240 -3.6238  0.272
H: -1.0325 -0.9959 2.2381  0.542
O: 3.3059 2.5721 -2.6158  -0.643
O: 1.7920 0.5189 -1.6972  -0.500
H: 0.1354 2.1480 0.5775  0.357
O: -1.8026 3.8509 1.5204  -0.655
H: -1.7542 4.1731 0.5514  0.281
H: 3.9254 -0.5984 0.3673  0.359
H: 0.8990 4.5916 -2.3806  0.264
O: 4.7419 -0.3652 0.8496  -0.654
O: 1.6356 -0.8325 2.6084  -0.598
O: -0.6488 2.0694 -0.1596  -0.696
O: 1.0747 -1.9860 0.4165  -0.549
O: -2.8281 0.0465 -4.2695  -0.440
H: 1.2224 0.0264 2.6014  0.159
H: -2.4973 -1.4057 -2.8078  0.200
O: 0.2225 4.5186 -1.7827  -0.602
H: 3.0342 2.6985 -3.4915  0.289
H: 1.4762 0.8496 -4.2301  0.259
H: 3.1432 3.2360 -1.8543  0.310
O: -0.6136 -0.1630 1.2529  -0.827
H: 0.1001 3.6323 -1.5748  0.314
H: -2.7647 -0.7168 -4.7890  0.314
H: 1.3375 -0.0446 -2.3461  0.343
O: 0.4786 -4.5338 2.2744  -0.567
H: -3.2351 -2.7212 -0.3765  0.340
O: -2.7123 -0.9014 -2.0428  -0.205

Computed properties:
energy relative to the best compared isomer or geometry (same formula, charge and spin)	692.5	kJ/mol
largest force on an atom	11.911	eV/A
orbital gap (alpha / beta)	2.537 / 9.889	eV
energy	-1605.43031	a.u.
net charge	0
spin multiplicity	2
expectation value of S²	0.75
HOMO energy (alpha / beta)	-2.54 / -10.12	eV

***

H43O21 | the ωB97M-V functional and the def2-TZVPD basis

Last column: Mulliken charge in e.
Element x y z (Å)
H: -0.6844 2.0909 -1.0006  0.215
O: -2.5728 0.9914 -3.3532  -0.517
H: -2.2858 -1.6971 4.0702  0.262
H: -1.1257 0.3585 2.0970  0.001
H: -0.9089 3.4382 3.2954  0.234
O: 3.0899 -2.7104 0.7940  -0.436
H: 0.9165 4.0119 -0.5945  0.257
H: -0.9388 -2.9864 0.6142  0.323
O: -3.4562 1.8731 3.7492  -0.678
H: -0.2460 -2.0866 2.4744  0.365
H: -2.1401 4.4992 0.2952  0.272
O: 0.5883 -2.5421 2.4784  -0.557
H: -0.9390 -4.3967 -0.2120  0.231
H: -2.1006 -1.1158 -0.1433  0.125
H: -1.8954 1.4873 -1.7892  0.312
H: 2.1029 -1.8447 -2.6620  0.343
O: -2.1174 3.6202 -0.0915  -0.510
H: 2.1635 -2.2644 0.5067  0.427
H: 4.6476 1.6448 -1.7757  0.274
H: 2.8219 -3.3584 -3.0877  0.260
H: -3.0360 1.7168 4.5912  0.340
H: 0.5218 -2.5859 -0.9137  0.347
O: 4.2855 -1.4741 -1.1894  -0.589
O: 2.1180 -2.7767 -2.8349  -0.572
H: 3.2545 1.0288 -2.2294  0.327
H: -2.2232 1.1254 -4.2319  0.219
O: -1.0499 -3.4458 -0.2226  -0.631
O: -2.0784 -1.2745 0.8039  -0.466
H: -2.1244 2.4602 2.8561  0.334
O: -0.9915 0.3713 4.5020  -0.541
O: -1.1373 2.5766 2.9378  -0.575
H: 0.7130 1.8477 -3.6860  0.303
O: 1.9494 0.4074 -3.8716  -0.698
H: -0.7686 1.3229 1.2921  0.025
H: -0.5172 2.8477 -3.8016  0.287
H: -0.8356 0.8299 3.6671  0.275
H: 1.6653 0.7088 1.1478  0.169
H: 3.0274 1.4089 0.4110  0.241
H: -0.1507 0.4489 4.9628  0.248
O: -1.3161 1.3909 -1.0163  -0.505
O: -0.3738 0.4641 1.5038  0.345
O: 3.8807 1.1295 -1.5098  -0.609
H: 3.3992 -2.0678 1.4587  0.435
O: -0.1869 1.9718 -4.0101  -0.540
H: -3.8205 1.2488 3.1528  0.299
H: 0.5304 3.2942 0.7498  0.262
O: 1.1297 -1.8859 -0.6013  -0.409
H: 1.0569 0.0677 -3.9985  0.310
H: 0.8199 -3.0989 3.2162  0.214
H: 4.3762 -0.4999 -1.1650  0.320
H: -3.3490 -2.1712 -2.1053  0.316
H: -2.8849 -0.7687 0.9757  0.234
O: -1.7246 -2.4488 3.9056  -0.601
H: 0.7069 -1.1194 -0.2003  0.067
H: -3.5100 0.8735 -3.2933  0.274
O: -3.5302 -1.3955 -2.6568  -0.642
H: -2.2606 3.0195 0.6342  0.288
H: 3.5271 -2.4237 -0.0880  0.559
H: 2.5228 -0.1967 -4.3554  0.290
O: 0.9456 3.1874 -0.1031  -0.559
H: -2.2744 -3.0618 3.4048  0.298
H: 5.0249 -1.7713 -1.7308  0.285
O: 2.4184 0.7102 0.5892  -0.517
H: -2.6490 -1.0053 -2.6123  0.339

Computed properties:
energy relative to the best compared isomer or geometry (same formula, charge and spin)	414.8	kJ/mol
largest force on an atom	3.277	eV/A
orbital gap	10.202	eV
energy	-1605.52312	a.u.
net charge	+1
HOMO energy	-12.63	eV